Computed, not measured: a molecular structure, C18H33FNbO13P2 in a non-equilibrium geometry, with ωB97M-V/def2-TZVPD.

Output
Calculated total energy: -68656.78956 eV
Molecular weight: 631.30 u
Multiplicity: 1
Total charge: -1

Last column: Löwdin charge in e.
CARTESIAN COORDINATES (ANGSTROEM)
1 H 0.78 0.83 -6.96  0.13
2 O 1.76 0.40 -5.19  0.03
3 O 2.19 -6.24 0.34  -0.04
4 H 2.48 1.32 -6.88  0.13
5 H -1.13 7.51 0.74  0.13
6 H -1.00 -2.83 -2.67  0.08
7 O -0.01 -5.10 0.76  -0.20
8 H 1.33 3.16 -3.66  0.13
9 C -2.07 4.63 1.59  -0.45
10 C -1.84 6.72 2.62  -0.17
11 C -1.35 -0.99 -0.12  -0.29
12 H 0.89 -4.36 -1.01  0.09
13 C -1.00 6.63 1.38  -0.17
14 H 1.65 -0.38 -1.66  0.02
15 H -4.64 -3.58 1.74  0.09
16 H -2.78 7.22 2.40  0.12
17 H 2.57 2.55 2.93  0.04
18 O 1.28 0.02 4.40  -0.43
19 H -3.54 -4.99 2.34  0.09
20 H -0.77 2.06 2.27  0.05
21 H -3.08 5.13 3.42  0.13
22 H 2.89 3.04 -4.55  0.13
23 H 1.19 -3.40 -2.94  0.11
24 H -0.43 1.31 -0.54  0.07
25 H 2.80 -1.86 -1.41  0.08
26 O -1.16 -3.30 2.82  -0.19
27 H 0.63 -2.28 3.36  0.08
28 H 2.65 -6.12 3.03  0.09
29 C -1.08 0.42 -0.97  -0.24
30 O 2.30 0.72 -2.99  0.07
31 O -1.63 0.64 -2.19  -0.15
32 O -2.49 3.52 1.31  0.10
33 H 1.35 3.42 -6.39  0.12
34 C 1.89 2.62 -4.43  -0.08
35 O -0.75 1.40 3.05  -0.27
36 C -3.52 -3.94 1.78  -0.02
37 H 3.09 0.14 1.32  -0.12
38 C 1.29 -5.66 1.14  -0.31
39 H -0.95 -3.98 -0.81  0.07
40 C 1.64 -1.56 -1.48  -0.37
41 C 1.55 1.25 -6.31  -0.17
42 H -1.92 -1.76 -0.83  0.06
43 Nb 0.66 -1.96 0.53  1.69
44 H -0.90 -1.19 2.78  0.05
45 H -3.03 -4.14 0.74  0.07
46 O -0.46 -2.05 -3.00  -0.17
47 H -1.31 4.84 3.56  0.14
48 H 0.05 2.57 -5.54  0.13
49 C -2.58 -2.98 2.78  -0.32
50 C -2.10 5.27 2.94  -0.08
51 H 0.74 -5.88 3.42  0.09
52 C 2.00 1.17 -4.08  -0.43
53 C 0.98 -2.24 -2.80  -0.33
54 O -1.46 5.47 0.69  0.03
55 H 0.07 6.51 1.60  0.13
56 H -1.99 -0.73 0.85  0.06
57 P 0.95 0.97 3.19  0.40
58 P 1.64 0.34 1.24  0.49
59 C -0.27 -2.18 2.59  -0.38
60 C 1.67 -5.52 2.76  -0.03
61 H 1.81 -4.37 3.06  0.08
62 O 1.78 2.50 3.54  -0.32
63 H -1.35 7.26 3.44  0.12
64 O -3.25 -2.06 3.47  -0.04
65 H 1.52 -1.74 -3.74  0.11
66 C 1.13 2.58 -5.73  -0.17
67 C 0.07 -4.01 -0.21  -0.32
68 F 2.56 -2.77 1.18  -0.55

Computed, not measured: a molecular structure, C19H21BCl3N10O2Re in a non-equilibrium geometry, with ωB97M-V/def2-TZVPD.

Output
Energy above the lowest of the compared OMol25 structures with the same formula, charge and spin: 1.429 eV
Molecular weight: 724.82 u
Multiplicity: 1
Total charge: +4

Last column: Löwdin charge in e.
CARTESIAN COORDINATES (ANGSTROEM)
1 C 1.31 -1.76 1.76  -0.04
2 H 3.02 0.36 3.55  0.15
3 C -2.57 1.33 1.98  -0.04
4 C 2.38 -0.19 2.89  0.09
5 N 2.18 2.32 4.10  0.04
6 H -0.84 -4.19 -3.01  0.20
7 C 2.60 4.48 4.09  0.02
8 H 1.65 4.78 2.10  0.12
9 H -2.10 -2.26 -3.60  0.19
10 N 0.80 -0.56 1.41  -0.10
11 C -1.00 -2.14 -3.54  -0.15
12 C -3.77 -3.31 1.22  -1.53
13 H -1.54 -4.13 -5.28  0.16
14 H -3.42 0.83 1.56  0.13
15 H 2.81 5.47 4.47  0.12
16 C -0.50 -3.86 -5.07  -0.08
17 H 0.33 -0.78 -4.64  0.13
18 H -0.73 3.25 3.85  0.17
19 C -2.52 2.24 3.01  0.08
20 C 2.30 -1.58 2.70  0.08
21 N 1.78 2.80 2.89  -0.03
22 N -0.39 -3.50 -3.62  0.11
23 N -0.47 1.91 2.22  0.06
24 N -1.32 1.13 1.50  -0.14
25 C 0.76 2.01 -1.69  -0.04
26 H 2.02 3.71 -2.34  0.15
27 H -1.31 -0.82 -5.26  0.14
28 C 1.92 3.15 -0.20  0.09
29 H 0.13 -4.71 -5.31  0.16
30 N 1.23 2.20 0.43  0.07
31 C -1.17 2.58 3.13  0.10
32 Re -0.65 -0.12 0.06  1.85
33 H 2.61 3.81 0.29  0.16
34 Cl -2.86 -4.82 1.64  0.70
35 N 0.53 1.47 -0.48  -0.11
36 H -3.34 2.62 3.59  0.15
37 H 0.29 1.64 -2.58  0.13
38 B 1.07 1.88 1.93  -0.61
39 H 0.96 -2.56 -6.00  0.14
40 C 1.64 3.08 -1.57  0.08
41 O -0.07 -1.93 -1.30  -0.02
42 H 2.88 -2.33 3.20  0.15
43 H 0.60 -3.45 -3.35  0.20
44 H 3.11 3.11 5.80  0.13
45 Cl -4.91 -3.60 -0.13  0.70
46 C -2.80 -2.33 0.86  -0.25
47 H -0.60 -2.49 -6.76  0.15
48 N 1.48 0.40 2.11  0.07
49 C -0.11 -2.58 -5.78  -0.11
50 H 0.93 -2.67 1.34  0.13
51 C 1.97 4.13 2.89  -0.08
52 C 2.74 3.26 4.80  -0.07
53 N -2.01 -1.53 0.61  0.08
54 C -0.72 -1.41 -2.24  -0.56
55 C -0.51 -1.44 -4.83  -0.08
56 Cl -4.64 -2.69 2.67  0.71
57 O -1.18 -0.25 -2.04  -0.05

Computed, not measured: 3 unconnected molecules or ions with the total composition C21H27NO8 in a non-equilibrium geometry, with ωB97M-V/def2-TZVPD.

Output
Calculated total energy: -40085.68524 eV
Molecular weight: 421.45 u
Multiplicity: 1
SMILES: CCCCCc1ccc2c(c1)C(=O)NC2=O.C[C@@H]1COC(=O)O1.C[C@@H]1COC(=O)O1
Total charge: 0

Last column: Löwdin charge in e.
CARTESIAN COORDINATES (ANGSTROEM)
1 H -4.22 2.10 1.77  0.14
2 C 0.51 -0.85 -4.48  -0.57
3 C -1.64 1.95 1.93  -0.09
4 O 0.07 -2.12 -4.49  0.07
5 H 2.07 -3.39 1.73  0.09
6 C -1.12 1.69 -0.41  0.03
7 C -0.64 -4.49 1.29  -0.09
8 H 1.95 -0.34 1.32  0.05
9 H -1.86 -2.91 -4.56  0.14
10 H 3.43 -0.44 2.32  0.07
11 H 0.68 2.65 -1.03  0.12
12 H 2.88 4.38 2.83  0.11
13 C 0.19 -3.37 0.69  -0.33
14 H -1.35 -2.24 -3.00  0.11
15 C -2.87 -0.13 -3.70  -0.02
16 H -2.93 0.94 -3.85  0.09
17 H -1.36 1.29 -1.38  0.11
18 H 4.28 1.01 0.80  0.10
19 C 2.46 3.45 2.45  -0.19
20 H -2.70 -0.30 -2.63  0.07
21 H -0.80 -4.38 2.36  0.14
22 O -0.52 0.01 -4.31  0.07
23 C 3.65 2.53 2.13  -0.21
24 C 0.03 2.46 -0.19  0.00
25 C 3.33 1.37 1.17  -0.24
26 C 0.35 2.97 1.08  -0.19
27 C -1.59 -3.82 -0.63  -0.56
28 H 2.19 3.73 0.33  0.11
29 O 1.65 -0.52 -4.59  0.16
30 O -3.69 -0.09 0.06  0.16
31 H -1.98 -0.70 -5.58  0.16
32 O -2.36 -3.73 -1.53  0.16
33 H -0.21 -5.48 1.09  0.14
34 O -1.87 -4.37 0.57  0.07
35 H 1.87 3.05 3.27  0.09
36 H -3.83 -0.58 -3.97  0.09
37 C -3.24 0.72 0.79  -0.38
38 C -1.31 -2.11 -4.08  -0.08
39 H 3.98 2.08 3.06  0.11
40 C 2.65 0.21 1.93  -0.09
41 N -3.88 1.17 2.04  0.13
42 C -0.50 2.70 2.16  0.05
43 O -0.32 -3.37 -0.66  0.08
44 H 2.74 1.68 0.32  0.08
45 H 2.17 -2.88 0.04  0.09
46 H 1.29 4.85 1.32  0.12
47 C -1.95 1.47 0.68  -0.11
48 C -2.72 1.49 2.87  -0.38
49 C 1.59 3.81 1.23  -0.15
50 H 1.95 -4.58 0.41  0.09
51 H 4.46 3.13 1.71  0.11
52 H -0.08 -2.41 1.14  0.15
53 O -2.64 1.30 4.03  0.16
54 C 1.68 -3.57 0.72  -0.02
55 C -1.75 -0.73 -4.51  -0.32
56 H -0.28 3.08 3.15  0.13
57 H 2.12 0.62 2.79  0.07

- multiplicity of number 3 (C21H27NO8)?
  1

- Which of these has the highest total charge?
  C19H21BCl3N10O2Re

- molecular weight of number 2 (C19H21BCl3N10O2Re)?
  724.82 u

- total charge of number 1 (C18H33FNbO13P2)?
  -1